No. 1
# C33H27F5N5O2PPtSSe

A molecular structure, C33H27F5N5O2PPtSSe in a non-equilibrium geometry (ωB97M-V/def2-TZVPD, the Open Molecules 2025 dataset).

The geometry in ORCA input format:
```
! RIJCOSX wB97M-V def2-TZVPD def2/J DEFGRID3
* xyz 2 1
Pt -0.469 0.367 1.156
O -4.617 -2.173 -3.585
C -4.308 -1.027 -3.703
O -4.361 -0.060 -4.401
C -3.396 -0.606 -2.327
C -2.804 0.637 -2.296
C -2.013 0.943 -1.193
N -1.881 0.034 -0.187
C -2.413 -1.210 -0.264
C -3.215 -1.558 -1.340
C -1.993 -2.092 0.801
C -2.543 -3.360 1.003
C -2.041 -4.179 1.988
C -0.978 -3.713 2.762
C -0.494 -2.442 2.535
N -0.974 -1.632 1.589
C -1.213 2.125 -1.024
C -1.327 3.257 -1.843
C -0.462 4.313 -1.684
C 0.538 4.214 -0.709
C 0.584 3.094 0.089
N -0.268 2.070 -0.027
H -2.926 1.323 -3.116
H -3.655 -2.535 -1.433
H -3.362 -3.687 0.385
H -2.459 -5.161 2.150
H -0.536 -4.336 3.523
H 0.322 -2.057 3.126
H -2.097 3.288 -2.595
H -0.545 5.190 -2.306
H 1.267 4.998 -0.591
H 1.349 2.993 0.844
C 1.084 2.597 3.509
P 1.085 0.889 2.856
C 0.980 -0.044 4.429
C 2.809 0.614 2.316
H 1.679 2.611 4.422
H 0.066 2.904 3.746
H 1.510 3.312 2.811
H 1.467 0.535 5.213
H 1.490 -1.001 4.348
H -0.060 -0.201 4.709
H 3.500 0.869 3.117
H 3.026 1.223 1.440
H 2.932 -0.435 2.046
C 3.486 -3.854 -0.918
N 3.632 -2.718 -1.787
C 2.852 -1.622 -1.830
Se 1.341 -1.343 -0.795
N 3.330 -0.782 -2.773
C 4.442 -1.342 -3.362
C 5.310 -0.907 -4.355
C 6.347 -1.752 -4.695
C 6.518 -2.999 -4.080
C 5.673 -3.435 -3.082
C 4.631 -2.587 -2.726
H 2.665 -3.681 -0.219
H 4.411 -4.015 -0.361
H 3.274 -4.753 -1.501
H 2.895 0.088 -3.043
H 5.180 0.048 -4.835
H 7.048 -1.445 -5.453
H 7.331 -3.631 -4.398
H 5.814 -4.390 -2.605
F -6.533 4.421 0.647
C -5.580 3.670 1.161
C -5.732 2.280 1.206
F -6.829 1.716 0.722
C -4.724 1.496 1.749
F -4.850 0.168 1.777
C -3.546 2.068 2.253
S -2.352 1.103 3.043
C -3.405 3.462 2.173
F -2.269 4.012 2.611
C -4.403 4.261 1.634
F -4.239 5.574 1.552
*
```

As for the HOMO energy (alpha / beta): -11.985 / -11.985 eV. The value obtained for the gap between HOMO and LUMO (alpha / beta) is 2.83 / 2.83 eV. For the lowest unoccupied orbital energy (alpha / beta), the calculation gives -9.2 / -9.2 eV. The calculation puts the energy above the lowest of the compared OMol25 structures with the same formula, charge and spin at 0.1 kcal per mole.

How positive or negative is each atom? The Löwdin charges in e answer that: number 1, Pt, carries 0.9722; number 2, O, carries 0.0527; number 3, C, carries -0.6915; number 4, O, carries 0.0478; number 5, C, carries -0.0121; number 6, C, carries 0.0837; number 7, C, carries -0.1938; number 8, N, carries -0.0701; number 9, C, carries -0.2055; number 10, C, carries 0.0903; number 11, C, carries -0.1896; number 12, C, carries 0.0501; number 13, C, carries 0.0131; number 14, C, carries 0.0012; number 15, C, carries -0.1072; number 16, N, carries -0.0784; number 17, C, carries -0.1751; number 18, C, carries 0.0409; number 19, C, carries 0.0092; number 20, C, carries -0.0015; number 21, C, carries -0.1073; number 22, N, carries -0.0522; number 23, H, carries 0.1262; number 24, H, carries 0.1276; number 25, H, carries 0.1327; number 26, H, carries 0.1334; number 27, H, carries 0.1254; number 28, H, carries 0.0824; number 29, H, carries 0.1314; number 30, H, carries 0.1327; number 31, H, carries 0.1251; number 32, H, carries 0.0823; number 33, C, carries -0.2262; number 34, P, carries 0.6614; number 35, C, carries -0.2345; number 36, C, carries -0.2425; number 37, H, carries 0.0643; number 38, H, carries 0.0333; number 39, H, carries 0.0403; number 40, H, carries 0.0642; number 41, H, carries 0.0485; number 42, H, carries 0.0421; number 43, H, carries 0.0665; number 44, H, carries 0.0425; number 45, H, carries 0.0333; number 46, C, carries -0.0160; number 47, N, carries -0.0700; number 48, C, carries -0.7008; number 49, Se, carries 0.7019; number 50, N, carries 0.1314; number 51, C, carries -0.1645; number 52, C, carries 0.0072; number 53, C, carries -0.0502; number 54, C, carries -0.0488; number 55, C, carries 0.0125; number 56, C, carries -0.1484; number 57, H, carries 0.0448; number 58, H, carries 0.1101; number 59, H, carries 0.1155; number 60, H, carries 0.1651; number 61, H, carries 0.1194; number 62, H, carries 0.1169; number 63, H, carries 0.1175; number 64, H, carries 0.1190; number 65, F, carries 0.1990; number 66, C, carries -0.0801; number 67, C, carries -0.1148; number 68, F, carries 0.1703; number 69, C, carries -0.2124; number 70, F, carries 0.1144; number 71, C, carries -0.5098; number 72, S, carries 0.8805; number 73, C, carries -0.2176; number 74, F, carries 0.0986; number 75, C, carries -0.1204; number 76, F, carries 0.1607

No. 2
# C4H9NO

A single C4H9NO molecule (ωB97M-V/def2-TZVPD, the Open Molecules 2025 dataset).

The geometry in ORCA input format:
```
! RIJCOSX wB97M-V def2-TZVPD def2/J DEFGRID3
* xyz 0 1
C 0.996 -1.372 0.019
C 0.844 0.021 -0.562
N -0.264 0.162 -1.497
C -0.236 0.983 -0.275
C -0.900 0.708 1.048
O -1.776 -0.384 1.039
H 1.690 -1.409 0.864
H 0.048 -1.822 0.327
H 1.418 -2.000 -0.775
H 1.760 0.558 -0.722
H 0.078 0.763 -2.245
H -0.092 2.049 -0.483
H -1.341 1.666 1.327
H -0.129 0.472 1.803
H -2.095 -0.396 0.131
*
```

As for the HOMO energy: -9.308 eV. The SMILES is C[C@H]1N[C@H]1CO. The value obtained for the gap between HOMO and LUMO is 10.25 eV. For the lowest unoccupied orbital energy, the calculation gives 0.9 eV. The calculation puts the energy above the lowest of the compared OMol25 structures with the same formula, charge and spin at 61.0 kcal per mole.

How positive or negative is each atom? The Löwdin charges in e answer that: number 1, C, carries -0.0519; number 2, C, carries -0.3567; number 3, N, carries 0.0715; number 4, C, carries -0.2699; number 5, C, carries -0.2545; number 6, O, carries -0.0518; number 7, H, carries 0.0761; number 8, H, carries 0.0735; number 9, H, carries 0.0792; number 10, H, carries 0.1279; number 11, H, carries 0.0976; number 12, H, carries 0.1398; number 13, H, carries 0.1059; number 14, H, carries 0.1271; number 15, H, carries 0.0862

No. 3
# C11H23BBrN3O8S

3 unconnected molecules or ions with the total composition C11H23BBrN3O8S in a non-equilibrium geometry (ωB97M-V/def2-TZVPD, the Open Molecules 2025 dataset).

The geometry in ORCA input format:
```
! RIJCOSX wB97M-V def2-TZVPD def2/J DEFGRID3
* xyz 0 1
H 2.772 -0.719 4.779
N 2.722 -0.288 3.856
C 1.674 -0.626 3.279
C 1.416 -0.103 1.881
C -0.079 0.355 1.660
O -0.739 0.163 2.941
C -1.869 0.875 3.127
O -2.776 0.910 2.451
Br -1.922 1.859 4.816
B -0.669 -0.631 0.506
O -0.594 -1.995 0.686
O -1.239 -0.180 -0.623
S 0.036 2.084 1.068
C 0.635 3.201 2.363
O 1.062 2.090 0.054
O -1.171 2.580 0.494
H 0.988 -1.303 3.796
H 2.125 0.710 1.738
H 1.678 -0.902 1.187
H -0.618 -2.194 1.634
H -2.045 -0.704 -0.769
H 0.154 4.156 2.173
H 1.719 3.251 2.317
H 0.374 2.833 3.358
C -4.008 -5.091 -1.144
N -4.150 -3.667 -0.909
C -4.683 -3.210 0.364
C -3.805 -2.752 -1.830
O -3.905 -1.545 -1.684
H -4.984 -5.574 -1.068
H -3.336 -5.520 -0.397
H -3.598 -5.275 -2.135
H -5.588 -2.625 0.193
H -3.950 -2.572 0.859
H -4.914 -4.062 0.999
H -3.412 -3.198 -2.759
C 2.600 2.763 -2.837
N 3.981 2.440 -3.152
C 4.411 2.445 -4.539
C 4.879 2.136 -2.197
O 6.047 1.858 -2.400
H 1.939 2.048 -3.332
H 2.374 3.771 -3.192
H 2.431 2.717 -1.764
H 4.787 1.457 -4.809
H 5.219 3.167 -4.670
H 3.578 2.708 -5.186
H 4.452 2.161 -1.180
*
```

As for the HOMO energy: -8.852 eV. The SMILES is [H]/N=C/C[C@](OC(=O)Br)(B(O)O)S(C)(=O)=O.CN(C)C=O.CN(C)C=O. The value obtained for the gap between HOMO and LUMO is 8.83 eV. For the lowest unoccupied orbital energy, the calculation gives 0.0 eV. The calculation puts the energy above the lowest of the compared OMol25 structures with the same formula, charge and spin at 27.9 kcal per mole.

How positive or negative is each atom? The Löwdin charges in e answer that: number 1, H, carries 0.0580; number 2, N, carries 0.1123; number 3, C, carries -0.2416; number 4, C, carries -0.0932; number 5, C, carries -0.3057; number 6, O, carries -0.0695; number 7, C, carries -0.9274; number 8, O, carries 0.1602; number 9, Br, carries 0.7717; number 10, B, carries -0.6511; number 11, O, carries 0.1851; number 12, O, carries 0.2104; number 13, S, carries 0.6649; number 14, C, carries -0.0958; number 15, O, carries -0.3088; number 16, O, carries -0.2609; number 17, H, carries 0.1223; number 18, H, carries 0.1082; number 19, H, carries 0.1295; number 20, H, carries 0.1129; number 21, H, carries 0.0975; number 22, H, carries 0.0771; number 23, H, carries 0.0715; number 24, H, carries 0.0239; number 25, C, carries -0.0539; number 26, N, carries -0.1950; number 27, C, carries -0.0314; number 28, C, carries -0.3384; number 29, O, carries 0.0137; number 30, H, carries 0.0903; number 31, H, carries 0.0900; number 32, H, carries 0.0842; number 33, H, carries 0.0970; number 34, H, carries 0.0864; number 35, H, carries 0.0873; number 36, H, carries 0.1386; number 37, C, carries -0.0509; number 38, N, carries -0.2012; number 39, C, carries -0.0469; number 40, C, carries -0.3589; number 41, O, carries 0.0028; number 42, H, carries 0.0936; number 43, H, carries 0.0902; number 44, H, carries 0.0525; number 45, H, carries 0.0909; number 46, H, carries 0.0910; number 47, H, carries 0.0835; number 48, H, carries 0.1329

No. 4
# H30O15

15 unconnected molecules or ions with the total composition H30O15 in a non-equilibrium geometry (ωB97M-V/def2-TZVPD, the Open Molecules 2025 dataset).

The geometry in ORCA input format:
```
! RIJCOSX wB97M-V def2-TZVPD def2/J DEFGRID3
* xyz 0 1
H 0.330 -0.075 -0.496
H -0.322 0.452 -1.750
H -1.832 4.453 1.273
H -0.545 3.556 0.810
H -1.548 -1.070 -1.515
H -1.798 -1.664 -0.177
H 1.207 -0.569 3.823
H 0.898 -1.146 2.455
H 3.379 0.372 -2.796
H 3.080 0.896 -4.236
H 3.664 -3.144 -1.252
H 2.215 -2.665 -1.898
H -3.379 -3.751 -3.201
H -3.569 -2.353 -3.031
H -5.460 -1.337 -0.295
H -4.229 -1.204 -1.171
H 1.304 3.203 2.691
H 0.032 2.815 2.404
H -4.011 2.058 0.226
H -3.595 2.677 1.578
H 0.654 -2.911 2.518
H 0.976 -2.598 3.999
H -0.502 4.313 -0.855
H -1.573 4.394 -1.884
H 3.823 1.913 -1.111
H 4.975 0.778 -1.400
H -0.562 -3.376 1.288
H -1.294 -2.711 2.301
H 5.086 -0.646 0.973
H 4.095 -1.272 -0.043
O 0.195 0.696 -0.984
O -1.541 3.699 0.802
O -2.206 -1.681 -1.108
O 1.148 -0.327 2.849
O 3.059 1.125 -3.269
O 2.774 -2.811 -1.053
O -3.032 -3.074 -2.709
O -4.885 -0.659 -0.673
O 0.548 3.652 2.375
O -4.244 2.110 1.200
O 0.590 -3.293 3.389
O -0.982 3.732 -1.554
O 4.342 1.202 -0.740
O -1.477 -3.160 1.557
O 4.213 -0.600 0.687
*
```

As for the HOMO energy: -9.941 eV. The value obtained for the gap between HOMO and LUMO is 9.61 eV. For the lowest unoccupied orbital energy, the calculation gives -0.3 eV. The calculation puts the energy above the lowest of the compared OMol25 structures with the same formula, charge and spin at 149.7 kcal per mole.

How positive or negative is each atom? The Löwdin charges in e answer that: number 1, H, carries -0.0136; number 2, H, carries 0.0268; number 3, H, carries 0.0327; number 4, H, carries 0.0494; number 5, H, carries 0.0364; number 6, H, carries 0.0711; number 7, H, carries 0.0730; number 8, H, carries -0.0258; number 9, H, carries -0.0085; number 10, H, carries 0.0686; number 11, H, carries 0.0404; number 12, H, carries 0.0948; number 13, H, carries -0.0076; number 14, H, carries 0.0399; number 15, H, carries 0.0349; number 16, H, carries 0.0024; number 17, H, carries 0.0245; number 18, H, carries 0.0643; number 19, H, carries 0.0644; number 20, H, carries -0.0271; number 21, H, carries -0.0082; number 22, H, carries 0.0743; number 23, H, carries 0.0748; number 24, H, carries 0.0115; number 25, H, carries 0.0298; number 26, H, carries 0.0744; number 27, H, carries 0.0528; number 28, H, carries -0.0441; number 29, H, carries -0.0040; number 30, H, carries 0.0304; number 31, O, carries -0.0050; number 32, O, carries -0.0879; number 33, O, carries -0.1039; number 34, O, carries -0.0434; number 35, O, carries -0.0640; number 36, O, carries -0.0956; number 37, O, carries -0.0319; number 38, O, carries -0.0765; number 39, O, carries -0.0479; number 40, O, carries -0.0788; number 41, O, carries -0.0454; number 42, O, carries -0.0982; number 43, O, carries -0.0965; number 44, O, carries 0.0103; number 45, O, carries -0.0678

No. 5
# C3H8N

A gas-phase ion, C3H8N (charge +1) in a non-equilibrium geometry (ωB97M-V/def2-TZVPD, the Open Molecules 2025 dataset).

The geometry in ORCA input format:
```
! RIJCOSX wB97M-V def2-TZVPD def2/J DEFGRID3
* xyz 1 1
C 0.839 1.201 0.024
C 0.040 0.164 -0.123
C -0.102 -0.815 -1.256
N -0.629 -0.316 1.166
H 1.261 1.554 0.956
H 1.183 1.669 -0.889
H -0.942 -0.549 -1.896
H 0.804 -0.828 -1.865
H -0.124 -1.845 -0.894
H -0.010 -0.903 1.736
H -1.450 -0.911 1.064
H -0.865 0.500 1.731
*
```

As for the HOMO energy: -15.087 eV. The SMILES is C=C(C)[NH3+]. The value obtained for the gap between HOMO and LUMO is 11.26 eV. For the lowest unoccupied orbital energy, the calculation gives -3.8 eV. The calculation puts the energy above the lowest of the compared OMol25 structures with the same formula, charge and spin at 9.0 kcal per mole.

How positive or negative is each atom? The Löwdin charges in e answer that: number 1, C, carries 0.1091; number 2, C, carries -0.3087; number 3, C, carries -0.0239; number 4, N, carries 0.2231; number 5, H, carries 0.0943; number 6, H, carries 0.0986; number 7, H, carries 0.0971; number 8, H, carries 0.0989; number 9, H, carries 0.0941; number 10, H, carries 0.1787; number 11, H, carries 0.1713; number 12, H, carries 0.1675